Density functional theory data (wB97M-V/def2-TZVPD) for 2 unconnected molecules or ions with the total composition C30H31NO5 in a non-equilibrium geometry.

Computed properties:
Frontier orbital gap (eV): 4.22
LUMO level (eV): -2.869
HOMO energy (Ha): -0.2603
ΔE to the lowest compared entry with this formula, charge and spin (kcal per mole): 22.27
DFT total energy (a.u.): -1592.65366

```
67
C30H31NO5 wB97M-V/def2-TZVPD
C 0.05817 4.55887 -2.21264
C 0.96514 3.37171 -2.09196
O 0.05417 2.24218 -2.15743
C 0.70190 1.08195 -2.37466
C -0.24640 -0.02538 -2.65997
C -1.62295 0.24044 -3.05902
C -2.52910 -0.92638 -3.34881
O -2.10518 1.37694 -3.14754
C 0.30699 -1.36909 -2.64400
O -0.29938 -2.43175 -2.86505
O 1.60428 -1.42990 -2.33404
C 2.14380 -2.77313 -2.45118
C 3.57922 -2.59249 -2.06877
O 1.92144 1.03932 -2.34388
H 0.60402 5.49448 -2.06946
H -0.38010 4.56714 -3.21863
H -0.75266 4.49621 -1.47816
H 1.68045 3.32285 -2.92367
H 1.50891 3.34421 -1.13800
H -1.97251 -1.86778 -3.41614
H -3.27710 -1.00178 -2.54673
H -3.07061 -0.71868 -4.28335
H 1.62819 -3.45527 -1.76030
H 2.03836 -3.13593 -3.48481
H 4.10539 -3.54850 -2.06588
H 4.08409 -1.92265 -2.77063
H 3.65431 -2.15324 -1.07014
C 4.69453 0.63007 3.71836
N 3.44145 -0.04577 3.99887
C 3.20012 -0.19690 5.42469
C 2.38080 0.00993 3.08104
C 2.30853 -0.91680 2.00973
C 1.17766 -0.98208 1.21467
C 0.12944 -0.05132 1.37297
C -1.11603 -0.20686 0.67204
C -2.01181 0.87650 0.34867
C -3.29087 0.31731 0.00724
C -4.38185 1.13726 -0.24097
C -4.19867 2.52428 -0.19512
C -2.93916 3.07557 0.09842
C -1.84073 2.25595 0.37103
C -3.17501 -1.13450 0.07623
C -1.82482 -1.45362 0.46674
C -1.48945 -2.77847 0.74068
C -2.45793 -3.77358 0.56158
C -3.77197 -3.45312 0.18118
C -4.14079 -2.12253 -0.04941
C 0.28383 0.97491 2.33977
C 1.36330 0.97966 3.20468
H 4.83293 0.73311 2.63767
H 4.72110 1.63086 4.18344
H 5.51876 0.04157 4.14227
H 2.30688 -0.80672 5.59809
H 4.06952 -0.70075 5.86841
H 3.07647 0.77650 5.92621
H 3.12406 -1.62783 1.87564
H 1.08583 -1.75208 0.44840
H -5.34253 0.67558 -0.46693
H -5.04036 3.18821 -0.39758
H -2.80915 4.15847 0.12170
H -0.86210 2.67009 0.60686
H -0.49215 -3.01278 1.10211
H -2.18865 -4.81578 0.73699
H -4.51555 -4.24383 0.07724
H -5.15662 -1.83106 -0.31519
H -0.49450 1.72567 2.45405
H 1.44265 1.74055 3.98239
```

Atomic partial charges in e from the Mulliken method, atoms 1 to 8: C -0.92; C -0.38; O 0.01; C 0.37; C -0.20; C 1.11; C -1.06; O -0.69